No. 1
3 unconnected molecules or ions with the total composition C5H12N4 in a non-equilibrium geometry. Source: OMol25; level of theory: the ωB97M-V functional and the def2-TZVPD basis.

XYZ file:
```
21
Properties=species:S:1:pos:R:3:forces:R:3:nbo_charge:R:1
C -1.8029 -8.6556 -8.5252 -0.2 -0.3 1.5 -0.30
C -2.4161 -7.3540 -8.5492 -0.1 -1.0 5.7 0.13
C -1.9792 -9.5406 -7.6726 0.4 -0.6 -0.2 0.11
C 0.6757 6.1556 4.4414 -0.1 -0.6 -0.1 -0.60
C 1.0454 7.4221 5.2498 -0.3 -1.2 0.0 -0.32
N -2.2239 -11.3189 -5.9008 -2.7 -3.7 -2.8 -0.64
N 2.8781 7.2474 6.5362 5.0 -0.3 -0.2 -0.29
N -2.6414 -7.1146 -9.6992 -0.3 0.3 -5.6 -0.23
N 2.4777 7.3784 5.4209 -1.7 0.6 -2.9 0.13
H -3.2499 -11.2518 -5.9069 0.1 1.8 1.4 0.41
H -2.7956 -6.8798 -7.6074 0.6 0.2 -1.2 0.27
H 0.0493 6.4377 3.5877 0.1 -0.2 0.3 0.25
H 1.5994 5.7268 4.0598 -0.1 -0.3 -0.2 0.24
H 0.1478 5.4158 5.0667 0.3 0.3 -0.3 0.24
H 0.5254 7.3884 6.2066 -0.1 0.6 0.1 0.21
H 0.7609 8.1948 4.5659 0.3 1.1 0.2 0.28
H -1.6074 -10.5749 -6.2236 0.4 0.8 0.0 0.41
H 2.2719 7.2469 7.2991 -1.2 -0.1 2.3 0.40
H 3.9620 7.1607 6.5751 -2.2 0.1 0.8 0.45
H -2.3932 -12.1101 -6.6439 2.3 1.1 1.3 0.41
H -2.3079 -7.8271 -10.4092 -0.6 1.2 -0.1 0.43
```
Positions in Å, forces in eV/Å.

Results
- LUMO energy (spin up / spin down) (eV) = -8.916 / -8.375
- HOMO level (spin up / spin down) (Eh) = -0.5959 / -0.5981
- ΔE to the lowest compared entry with this formula, charge and spin (kJ/mol) = 858.9
- total charge = +2
- HOMO-LUMO gap (spin up / spin down) (eV) = 7.299 / 7.901

=====

No. 2
A molecular structure, C5H12N4 in a non-equilibrium geometry. Source: OMol25; level of theory: the ωB97M-V functional and the def2-TZVPD basis.

XYZ file:
```
21
Properties=species:S:1:pos:R:3:forces:R:3:mulliken_spin:R:1
C -0.2463 -1.4109 -4.9658 -4.1 0.9 -7.2 0.76
C 0.2362 -1.6685 -3.7553 2.9 0.3 5.7 0.38
C 0.9613 1.4326 2.6388 -1.5 -0.9 -1.9 0.00
C -0.2741 -1.0913 -2.5713 1.1 -1.7 -1.2 0.42
C 1.4817 1.2360 3.9004 -2.3 2.1 2.4 0.00
N 2.6281 0.6638 4.0377 1.0 -0.1 -1.3 0.00
N 3.2347 0.5891 5.1332 -1.6 0.1 -2.5 0.00
N 0.2810 -1.2230 -1.3853 3.6 -2.6 -0.8 0.42
N 0.3543 1.3930 1.6021 1.1 2.1 0.6 0.00
H 0.1059 -1.8079 -5.9710 -0.3 0.5 1.8 0.01
H -1.2131 -0.8663 -4.9541 0.8 -0.2 -0.6 0.03
H 1.2317 -2.0428 -3.7652 0.8 -0.8 0.6 0.01
H -8.2312 1.8682 -0.8388 -1.1 -1.4 -1.1 0.00
H -8.6615 1.3283 -1.2708 1.1 1.4 1.1 0.00
H -1.1611 -0.6055 -2.5705 -2.7 1.6 -0.3 0.02
H 0.9815 1.7187 4.8457 0.4 -0.8 -2.1 0.00
H 4.0776 0.2002 4.9827 3.8 -1.7 0.3 0.00
H 2.9322 0.8407 6.0062 -1.3 1.1 2.7 0.00
H -0.0464 -0.8338 -0.5592 -0.9 0.7 1.5 -0.03
H 1.1357 -1.8364 -1.3404 -1.2 1.0 0.4 -0.02
H 0.1921 2.1159 0.8008 0.6 -1.6 2.0 0.00
```
Positions in Å, forces in eV/Å.

Results
- LUMO energy (spin up / spin down) (eV) = -8.077 / -10.960
- HOMO level (spin up / spin down) (Eh) = -0.5305 / -0.6202
- spin multiplicity = 3
- ΔE to the lowest compared entry with this formula, charge and spin (kJ/mol) = 97.3
- total charge = +2
- ⟨S²⟩ = 2.007
- HOMO-LUMO gap (spin up / spin down) (eV) = 6.360 / 5.916

=====

No. 3
2 unconnected molecules or ions with the total composition C5H12N5S in a non-equilibrium geometry. Source: OMol25; level of theory: the ωB97M-V functional and the def2-TZVPD basis.

XYZ file:
```
23
Properties=species:S:1:pos:R:3:forces:R:3:nbo_charge:R:1
C -2.7353 1.7126 0.7553 4.3 -0.5 -1.2 0.14
C 2.1073 -0.5438 -1.1925 -1.1 1.9 0.0 -0.62
C -0.9358 -0.8838 0.7329 1.8 -1.4 1.7 0.10
C 0.9398 0.4827 1.3538 0.4 2.0 0.5 -0.45
C 0.6452 -0.1082 -0.9705 1.1 1.8 0.3 -0.22
N -3.9188 2.1265 0.4063 0.3 1.9 2.3 -0.20
N -2.4206 0.4768 0.2179 -1.3 2.0 2.5 -0.27
N -4.4950 1.1218 -0.0773 -2.1 -2.0 -1.8 -0.01
N -3.6176 0.1545 -0.1558 -1.3 -0.4 -1.3 -0.11
N 0.2029 -0.3408 0.3919 -0.5 1.0 2.8 -0.32
S -3.9854 -1.2425 -1.0177 3.2 -2.1 -0.3 0.29
H -1.8923 2.2568 1.1465 -0.4 0.5 0.3 0.22
H 2.4111 -1.3811 -0.6687 0.4 -1.7 1.4 0.23
H 2.1550 -0.8147 -2.1990 0.4 -0.2 -1.8 0.24
H 2.7938 0.2787 -1.0095 0.1 -0.1 0.0 0.22
H -1.1519 -1.2800 1.8342 0.4 1.8 -2.4 0.27
H -5.2008 -0.9906 -1.1295 -3.1 0.9 -0.2 0.15
H -1.2885 -1.5147 -0.0192 -1.1 -0.9 -1.0 0.20
H 0.7104 1.5925 1.1802 0.1 -1.4 -0.1 0.21
H 0.7588 0.3693 2.4642 0.1 -0.7 -1.5 0.25
H 1.9911 0.3780 1.0603 -0.2 0.0 0.7 0.24
H -0.0367 -0.6785 -1.5525 -0.5 0.0 -1.1 0.21
H 0.6588 1.0544 -1.1638 -0.8 -2.3 0.1 0.23
```
Positions in Å, forces in eV/Å.

Results
- LUMO energy (eV) = -3.911
- HOMO level (Eh) = -0.4953
- ΔE to the lowest compared entry with this formula, charge and spin (kJ/mol) = 267.4
- total charge = +1
- HOMO-LUMO gap (eV) = 9.567

=====

no.,electronic energy (a.u.)
1,-415.75643
2,-415.83468
3,-869.27928